# 1
A structure of composition C9H7Cl2NO3PmSm in a non-equilibrium geometry. Source: the Open Molecules 2025 dataset; level of theory: wB97M-V/def2-TZVPD.

The highest occupied orbital energy (spin up / spin down) is -21.6014 / -21.6193 eV. The molecular weight comes out at 543.42 g/mol. Its expectation value of S² is 24.771. The HOMO-LUMO gap (spin up / spin down) is 4.72 / 4.80 eV. For the energy above the lowest of the compared OMol25 structures with the same formula, charge and spin, the calculation gives 0.00 kcal/mol.

```
! RIJCOSX wB97M-V def2-TZVPD def2/J DEFGRID3
* xyz 4 10
Pm 2.6870 1.3262 -3.6187
O -0.3089 -1.8040 3.3180
H -0.8327 2.8835 0.5095
H -3.0315 -0.6543 0.8871
Sm -0.3747 -0.4327 0.0347
Cl 1.1946 1.0697 1.1874
H -5.2601 4.4294 1.0739
C 2.6873 -0.7337 -4.7841
H -5.1720 0.6348 1.1804
C -4.2365 1.1784 1.0129
O 3.3564 -1.4987 -1.7071
C -1.8295 2.4598 0.6102
C -4.2046 2.5678 0.9577
C -0.4116 -1.4302 2.2263
C -2.9806 3.2084 0.7310
H -5.9710 3.1495 2.0672
C 3.0773 -0.4754 -2.1975
H -6.1839 3.1205 0.3192
Cl 0.4075 2.1797 -4.1570
C -5.4726 3.3564 1.1160
H -2.9176 4.2973 0.6473
C -3.0699 0.4478 0.8354
O 2.7267 -1.8305 -5.1630
N -1.8712 1.0870 0.6283
*
```

# 2
An isolated molecule of C3H7I in a non-equilibrium geometry. Source: the Open Molecules 2025 dataset; level of theory: wB97M-V/def2-TZVPD.

The highest occupied orbital energy is -9.4089 eV. The molecular weight comes out at 169.99 g/mol. The HOMO-LUMO gap is 9.95 eV. For the energy above the lowest of the compared OMol25 structures with the same formula, charge and spin, the calculation gives 0.00 kcal/mol.

```
! RIJCOSX wB97M-V def2-TZVPD def2/J DEFGRID3
* xyz 0 1
H 2.1154 -0.1394 0.3845
H 0.1692 0.1836 -1.4972
H 1.5075 -1.7674 1.1346
C -0.1345 -0.2395 0.6127
I -1.4720 -1.3800 1.9570
H -1.5548 -0.1270 -0.8755
H 1.4468 -0.3445 1.9856
C -0.5299 -0.5284 -0.8772
H -0.5311 -1.6251 -1.1146
H -0.3508 0.7978 0.8741
C 1.3141 -0.6359 0.9228
*
```

# 3
A structure of composition C28H32N6O4SSb2W. Source: the Open Molecules 2025 dataset; level of theory: wB97M-V/def2-TZVPD.

The highest occupied orbital energy (spin up / spin down) is -13.3860 / -13.5915 eV. The molecular weight comes out at 976.03 g/mol. The HOMO-LUMO gap (spin up / spin down) is 6.47 / 6.40 eV. For the energy above the lowest of the compared OMol25 structures with the same formula, charge and spin, the calculation gives 0.00 kcal/mol.

```
! RIJCOSX wB97M-V def2-TZVPD def2/J DEFGRID3
* xyz 2 1
C -1.5110 0.1690 1.8669
O 2.8548 -0.6768 3.2414
C 0.5327 -0.3847 2.8113
O -1.3526 0.4060 -0.4445
H 2.6188 -3.6727 -1.9730
H 3.1221 -0.1777 -4.2294
C 1.3187 5.4102 0.6648
H 0.6272 -0.5591 4.9367
N 0.3202 4.5427 0.8608
C 3.3236 4.4764 4.1583
H -1.2698 -0.3588 -4.4494
H 3.7447 1.0263 1.7341
H 6.1014 3.2159 1.7779
H 3.5090 3.6370 -1.2887
C 1.9634 -0.6649 2.4412
H -3.6552 0.9110 -0.4092
H 3.9308 4.2606 0.2744
H 4.7962 5.8428 4.9015
O 2.0917 -0.8591 1.1394
H -1.8136 -0.0476 5.2043
Sb 0.5791 -2.5804 -0.6282
H -0.2836 -4.5149 1.0090
C 2.3808 -3.6475 -0.9109
C -0.0096 -0.3550 4.0869
C 4.0587 3.0267 2.4054
N 2.1860 6.1487 0.4879
H 2.2539 -4.6649 -0.5453
H 0.3213 -5.5256 -3.4561
N -0.2130 -0.1468 1.7421
H -1.5828 -1.1143 -2.8884
C -0.4008 -2.3183 -4.2667
H 6.5727 5.0444 3.3848
C -0.8471 -1.0103 -3.6847
H 1.6313 2.5211 -3.5456
C -2.0886 0.4540 0.5475
C -1.3589 -0.0700 4.2232
H 0.8026 1.7657 -4.9259
H 0.4718 -3.2447 1.9832
N 3.6754 3.4698 -0.3106
N 3.7523 1.9977 1.4429
C -0.0354 -2.3688 -5.6099
W 0.8667 0.2376 -0.1157
C 4.5885 5.0461 4.2005
H -0.1485 2.4613 -3.5923
H -0.1541 -1.4832 -6.2245
C 0.6207 -4.6614 -5.3882
C -0.7332 -3.5081 -2.0511
C 3.5191 2.2565 0.1733
C -0.2822 -3.4703 -3.4808
C -2.1351 0.1899 3.0969
O -3.3622 0.7086 0.4959
H -1.1883 -3.0339 1.3703
Sb 0.8348 0.0640 -2.8624
H -1.7202 -3.0618 -1.9175
N 0.6215 2.1816 0.3612
C 5.5874 4.6013 3.3459
C -0.2012 -3.4383 1.1500
H 3.1773 -3.1518 -0.3606
H -3.1907 0.4089 3.1739
H -0.8004 -4.5416 -1.7094
C 5.3280 3.5811 2.4422
H 3.1746 -1.2562 -2.8224
C 0.4717 -3.5283 -6.1737
S 3.0920 0.9245 -0.9043
H 1.0151 -5.5740 -5.8136
C 3.0515 3.4637 3.2518
C 0.2369 -4.6277 -4.0571
H 2.5492 4.8255 4.8277
H 2.2416 -1.7265 -4.2701
C 0.4958 3.3368 0.5993
H 2.0698 3.0083 3.2022
C 2.5547 -0.8957 -3.6406
H 0.7425 -3.5482 -7.2204
C 0.7680 1.9351 -3.8509
*
```